[1]
Below is a molecular structure, C4H9NO2 in a non-equilibrium geometry, with properties calculated with ωB97M-V/def2-TZVPD.

Summary:
E in a.u.: -362.950071
Max |F| in eV/Å: 1.4
Kohn-Sham gap in Eh: 0.364

The geometry in XYZ format:
```
16
Properties=species:S:1:pos:R:3:nbo_charge:R:1
C -1.069 0.234 -1.838 -0.420
N -0.265 -0.275 -0.697 -0.543
C -0.295 -1.561 -0.359 0.500
O 0.478 -2.002 0.478 -0.647
C 1.311 0.228 0.375 -0.082
C 0.688 0.899 1.562 -0.132
O -0.319 1.790 1.181 -0.709
H -1.775 1.011 -1.520 0.193
H -0.432 0.656 -2.617 0.203
H -1.667 -0.567 -2.315 0.211
H -1.035 -2.214 -0.848 0.127
H 2.107 -0.494 0.670 0.242
H 1.628 0.867 -0.421 0.191
H 0.339 0.141 2.279 0.186
H 1.468 1.489 2.063 0.203
H -0.876 1.248 0.596 0.477
```

=====

[2]
Below is a gas-phase ion, C25H34N3O9PS (charge -2) in a non-equilibrium geometry, with properties calculated with ωB97M-V/def2-TZVPD.

Summary:
E in a.u.: -2554.243100
SMILES string: CC(C)CN(C[C@@H](O[P@@](=O)([O-])O)[C@H](Cc1ccccc1)/N=C(\[O-])O[C@H]1CCOC1)S(=O)(=O)c1ccc(N)cc1
Max |F| in eV/Å: 1.1
Net charge: -2
Kohn-Sham gap in Eh: 0.264

The geometry in XYZ format:
```
73
Properties=species:S:1:pos:R:3:nbo_charge:R:1
C 1.252 1.253 3.830 -0.619
H 2.120 0.602 3.916 0.193
H 1.376 1.888 2.955 0.232
C -0.025 0.434 3.659 -0.207
C -1.224 1.363 3.506 -0.626
H -1.097 1.947 2.598 0.221
H -1.305 2.036 4.362 0.183
H -2.138 0.781 3.427 0.221
H -0.179 -0.214 4.530 0.198
C 0.117 -0.443 2.407 -0.290
N -1.144 -1.032 2.024 -0.697
S -1.691 -2.370 2.804 2.340
O -3.104 -2.213 3.084 -0.976
O -0.853 -2.589 3.964 -0.978
C -1.494 -3.696 1.643 -0.407
C -0.221 -4.163 1.373 -0.187
C -0.007 -4.955 0.264 -0.273
C -1.058 -5.240 -0.611 0.313
C -2.353 -4.835 -0.269 -0.280
C -2.564 -4.051 0.840 -0.164
H -3.543 -3.670 1.088 0.229
H -3.163 -5.068 -0.941 0.226
N -0.860 -5.940 -1.786 -0.852
H 0.098 -5.837 -2.103 0.377
H -1.473 -5.527 -2.493 0.424
H 0.992 -5.280 0.011 0.202
H 0.590 -3.868 2.022 0.222
C -1.680 -0.752 0.714 -0.233
H -2.622 -1.297 0.635 0.227
H -1.886 0.320 0.644 0.218
C -0.782 -1.161 -0.481 0.097
O -1.616 -1.831 -1.397 -0.839
P -1.084 -2.804 -2.625 2.533
O 0.289 -3.327 -2.332 -1.209
O -2.185 -3.743 -2.964 -1.193
O -0.999 -1.740 -3.877 -1.010
H -0.264 -1.150 -3.716 0.485
H -0.008 -1.854 -0.122 0.181
C -0.082 0.071 -1.131 -0.068
N 0.299 1.027 -0.120 -0.713
C -0.015 2.266 -0.266 0.832
O -0.594 2.904 -1.150 -0.785
O 0.468 3.002 0.885 -0.576
C 0.345 4.385 0.804 0.049
C -0.263 4.987 2.087 -0.453
H -0.799 4.231 2.654 0.231
H -0.933 5.811 1.840 0.192
C 0.972 5.504 2.819 -0.070
O 1.834 5.983 1.806 -0.547
C 1.737 5.065 0.727 -0.098
H 1.896 5.623 -0.197 0.175
H 2.504 4.285 0.819 0.176
H 0.774 6.335 3.501 0.169
H 1.454 4.683 3.368 0.161
H -0.263 4.614 -0.085 0.228
C 1.197 -0.399 -1.863 -0.492
C 1.488 0.248 -3.184 -0.023
C 1.132 1.562 -3.475 -0.230
C 1.448 2.121 -4.702 -0.203
C 2.124 1.385 -5.661 -0.250
C 2.478 0.075 -5.385 -0.244
C 2.161 -0.485 -4.162 -0.167
H 2.426 -1.513 -3.957 0.211
H 2.998 -0.514 -6.132 0.192
H 2.368 1.827 -6.620 0.189
H 1.161 3.143 -4.912 0.196
H 0.595 2.146 -2.744 0.263
H 2.030 -0.189 -1.182 0.231
H 1.159 -1.481 -1.999 0.265
H -0.804 0.497 -1.849 0.199
H 0.854 -1.231 2.600 0.187
H 0.440 0.181 1.557 0.307
H 1.198 1.878 4.722 0.184
```

=====

[3]
Below is 2 unconnected molecules or ions with the total composition C3H10OS2 in a non-equilibrium geometry, with properties calculated with ωB97M-V/def2-TZVPD.

Summary:
E in a.u.: -991.864975
SMILES string: CCSSC.O
Max |F| in eV/Å: 3.6
Kohn-Sham gap in Eh: 0.303

The geometry in XYZ format:
```
16
Properties=species:S:1:pos:R:3:nbo_charge:R:1
C 1.505 2.250 0.385 -0.625
C 0.438 1.245 0.873 -0.584
S 0.931 -0.413 0.644 0.140
S -0.084 -0.769 -1.471 0.042
C -1.723 -0.284 -0.862 -0.785
H 1.620 3.110 1.045 0.214
H 1.401 2.490 -0.667 0.216
H 2.446 1.683 0.456 0.215
H 0.416 1.236 1.978 0.229
H -0.523 1.482 0.426 0.228
H -1.861 -0.358 0.213 0.247
H -2.067 0.634 -1.328 0.229
H -2.241 -1.221 -1.120 0.236
H -0.835 -3.627 -0.168 0.459
H 0.567 -3.390 -0.408 0.468
O 0.010 -4.068 0.004 -0.928
```

=====

[4]
Below is a molecular structure, C43H36BrCaClN4O, with properties calculated with ωB97M-V/def2-TZVPD.

Summary:
E in a.u.: -5666.365898
Max |F| in eV/Å: 0.1
Kohn-Sham gap (spin up / spin down) in Eh: 0.144 / 0.159

The geometry in XYZ format:
```
87
Properties=species:S:1:pos:R:3:mulliken_charge:R:1
Ca 0.286 -0.687 -0.182 1.908
Cl -6.874 2.609 0.339 -0.252
C -5.281 2.069 -0.131 0.253
C -4.856 2.287 -1.438 -1.262
C -3.575 1.853 -1.773 -0.523
C -2.762 1.232 -0.852 0.672
O -1.458 0.806 -1.227 0.294
C -3.184 0.962 0.480 0.781
C -2.486 0.286 1.502 -0.990
N -1.252 -0.229 1.446 0.343
C -0.760 -0.908 2.566 0.273
C -1.573 -1.570 3.501 -0.351
C -1.012 -2.251 4.569 -1.080
C 0.363 -2.285 4.749 -0.725
C 1.216 -1.632 3.848 1.066
C 2.638 -1.631 3.985 -1.272
C 3.405 -0.912 3.067 -0.763
C 2.794 -0.278 2.015 -0.569
N 1.444 -0.299 1.798 0.015
C 0.654 -0.940 2.735 -0.329
C -4.491 1.441 0.792 -1.792
H -5.491 2.774 -2.162 0.445
H -3.229 2.015 -2.784 0.461
H -3.020 0.242 2.450 0.324
H -2.646 -1.579 3.365 0.446
H -1.659 -2.768 5.268 0.370
H 0.795 -2.813 5.591 0.404
H 3.092 -2.145 4.822 0.369
H 4.482 -0.848 3.174 0.421
H 3.385 0.269 1.286 0.297
H -4.868 1.283 1.794 0.430
C 4.767 -1.254 -1.021 -1.199
C 4.203 -2.567 -1.570 0.642
C 4.301 -2.601 -3.091 -1.654
C 2.810 -2.850 -1.036 0.341
C 2.642 -3.062 0.336 -0.392
C 1.421 -3.431 0.872 -0.651
C 0.303 -3.626 0.054 0.574
C -0.996 -4.094 0.652 -1.505
C 0.458 -3.391 -1.312 -1.148
C 1.688 -2.995 -1.848 0.250
H 4.194 -0.404 -1.396 0.074
H 5.804 -1.127 -1.338 0.522
H 4.734 -1.229 0.068 0.204
H 4.832 -3.377 -1.183 0.483
H 3.728 -1.790 -3.545 0.200
H 3.943 -3.547 -3.501 0.405
H 5.339 -2.472 -3.397 0.458
H 3.486 -2.943 1.005 0.546
H 1.333 -3.582 1.941 0.502
H -0.830 -4.992 1.248 0.445
H -1.731 -4.321 -0.118 0.338
H -1.411 -3.339 1.326 0.156
H -0.379 -3.555 -1.980 0.548
H 1.765 -2.858 -2.919 0.328
Br -2.658 -1.837 -1.623 0.050
C -1.819 -1.352 -3.259 0.312
C -1.834 -2.313 -4.230 -0.548
C -1.294 -2.058 -5.507 -0.924
C -0.779 -0.831 -5.791 -1.102
C -0.749 0.190 -4.809 0.972
C -0.236 1.466 -5.142 -1.235
C -0.167 2.461 -4.214 -0.696
C -0.596 2.212 -2.900 0.123
C -1.110 0.997 -2.550 -0.041
C -1.239 -0.065 -3.494 0.551
H -2.286 -3.272 -4.019 0.519
H -1.317 -2.838 -6.256 0.420
H -0.388 -0.608 -6.775 0.438
H 0.114 1.628 -6.154 0.375
H 0.237 3.430 -4.473 0.470
H -0.536 2.975 -2.135 0.596
N 2.786 2.999 -0.635 -0.091
C 1.994 2.008 -0.158 -1.690
N 1.776 1.068 -1.042 1.487
C 2.476 1.456 -2.178 -1.345
C 2.597 0.824 -3.411 0.142
C 3.384 1.431 -4.368 -1.661
C 4.032 2.650 -4.114 -0.825
C 3.911 3.295 -2.898 -0.974
C 3.123 2.670 -1.938 1.035
H 3.097 3.796 -0.108 0.261
H 1.608 1.986 0.852 0.549
H 2.075 -0.105 -3.609 1.248
H 3.501 0.966 -5.338 0.562
H 4.640 3.095 -4.890 0.412
H 4.412 4.234 -2.706 0.477
```

=====

[5]
Below is a single C3H6O4S3 molecule in a non-equilibrium geometry, with properties calculated with ωB97M-V/def2-TZVPD.

Summary:
E in a.u.: -1613.173323
SMILES string: O=S1(=O)CCCSS1(=O)=O
Max |F| in eV/Å: 5.0
Kohn-Sham gap (spin up / spin down) in Eh: 0.278 / 0.279

The geometry in XYZ format:
```
16
Properties=species:S:1:pos:R:3:nbo_charge:R:1
C -0.592 -0.274 0.122 -0.420
C -0.366 1.300 0.163 -0.553
C 0.606 -0.862 -0.693 -0.690
O 1.259 -1.408 -3.196 -0.877
O -1.076 -0.854 -2.777 -0.884
O 1.299 2.818 -4.205 -0.549
O 2.021 1.348 -1.709 -0.919
S -0.721 2.164 -1.376 0.090
S 0.282 -0.645 -2.448 1.968
S 0.897 1.511 -2.605 1.263
H -0.470 -0.654 1.123 0.235
H -1.564 -0.398 -0.500 0.261
H -1.127 1.621 0.844 0.253
H 0.495 1.775 0.434 0.237
H 1.409 -0.125 -0.551 0.296
H 0.671 -1.968 -0.391 0.290
```

=====

[6]
Below is a molecular structure, C20H36HgN4NbO in a non-equilibrium geometry, with properties calculated with ωB97M-V/def2-TZVPD.

Summary:
Multiplicity: 2
E in a.u.: -1287.548931
Max |F| in eV/Å: 3.8
Net charge: +2
Kohn-Sham gap (spin up / spin down) in Eh: 0.181 / 0.164

The geometry in XYZ format:
```
63
Properties=species:S:1:pos:R:3:mulliken_charge:R:1
N 2.068 -0.272 -0.573 -0.663
C 4.681 -1.960 0.521 0.198
O 5.524 -2.084 -0.227 -0.202
Hg 2.414 0.768 -2.580 0.986
Nb 0.352 0.002 -0.624 0.349
N -0.415 -1.556 -1.722 0.293
N 0.263 1.759 -1.881 0.106
C -0.035 -2.998 -1.775 1.161
C 0.669 3.121 -1.410 1.726
C 1.173 -3.185 -2.713 -1.413
C -1.188 -3.874 -2.319 -1.787
C 0.356 -3.467 -0.354 -1.246
C 0.585 4.163 -2.548 -1.812
C -0.225 3.574 -0.230 -1.553
C 2.129 3.075 -0.915 -2.065
H 0.913 -2.829 -3.731 0.326
H 1.444 -4.253 -2.787 0.434
H 2.034 -2.617 -2.322 0.206
H -2.065 -3.879 -1.650 0.420
H -0.844 -4.917 -2.421 0.437
H -1.512 -3.521 -3.315 0.424
H 1.297 -2.976 -0.054 0.246
H 0.492 -4.564 -0.310 0.480
H -0.429 -3.193 0.374 0.093
H 0.870 3.708 -3.516 0.388
H 1.275 5.001 -2.347 0.416
H -0.428 4.584 -2.653 0.419
H -1.288 3.589 -0.529 0.325
H 0.042 4.590 0.114 0.496
H -0.113 2.869 0.612 0.249
H 2.268 2.290 -0.150 0.678
H 2.426 4.047 -0.486 0.579
H 2.834 2.888 -1.755 0.350
C -0.998 1.761 -2.638 -1.476
H -1.038 0.854 -3.267 0.404
H -1.910 1.767 -1.998 0.372
H -1.086 2.626 -3.329 0.365
C -1.746 -1.274 -2.264 -1.175
H -2.525 -1.969 -1.882 0.302
H -2.064 -0.257 -1.971 0.270
H -1.781 -1.307 -3.372 0.305
C -2.901 -0.465 4.015 -0.939
N -2.603 -0.225 2.594 0.393
C -2.504 1.215 2.311 -0.702
C -1.452 -0.995 2.059 -1.002
C -0.101 -0.499 2.519 1.345
C 0.270 -0.582 3.880 -0.499
C 1.511 -0.122 4.316 -0.919
C 2.405 0.421 3.407 -0.983
C 2.072 0.487 2.057 -0.274
C 0.818 0.021 1.582 0.617
H -3.935 -0.132 4.237 0.365
H -2.228 0.114 4.684 0.450
H -2.842 -1.549 4.257 0.357
H -1.653 1.676 2.859 0.387
H -2.367 1.383 1.221 0.118
H -3.439 1.729 2.620 0.427
H -1.558 -2.071 2.318 0.515
H -1.501 -0.937 0.949 0.003
H -0.385 -1.020 4.615 0.633
H 1.781 -0.193 5.361 0.431
H 3.374 0.772 3.743 0.457
H 2.821 0.886 1.396 0.413
```